## a
Computed, not measured: 2 unconnected molecules or ions with the total composition C2H6N4OS, with ωB97M-V/def2-TZVPD.

Output
**E_HOMO**: -9.6 eV
**Kohn-Sham gap**: 9.22 eV

Geometry (Å):
1 C 1.50 0.28 -0.05
2 C -1.92 0.17 -0.15
3 H 3.49 0.71 -0.14
4 H 2.91 -1.20 -0.23
5 H 0.15 1.62 0.33
6 H -1.01 0.50 -1.87
7 H -0.90 -0.91 1.26
8 H -2.98 -1.54 1.37
9 N 2.83 -0.16 0.23
10 N 1.24 1.59 0.12
11 N -0.86 -0.12 -0.95
12 N -1.91 -0.54 1.13
13 O -2.98 0.65 -0.50
14 S 0.42 -1.05 -0.56

Listed below, in e, are the natural (NBO) charges computed for each atom: 0.23, 0.75, 0.43, 0.38, 0.35, 0.44, 0.37, 0.43, -0.84, -0.70, -0.83, -0.89, -0.59, 0.48

***

## b
Computed, not measured: C2H6N4OS in the gas phase, with ωB97M-V/def2-TZVPD.

Output
**E_HOMO**: -9.2 eV
**SMILES**: [H]/N=C(\NN)NOC=S
**Kohn-Sham gap**: 9.24 eV

Geometry (Å):
1 H 3.38 -0.58 -0.12
2 N 2.59 -1.14 0.06
3 C 1.54 -0.49 0.02
4 N 1.41 0.85 -0.29
5 N 2.64 1.75 0.16
6 N 0.22 -1.39 0.27
7 O -0.93 -0.86 -0.61
8 C -1.82 -0.36 0.36
9 S -3.04 0.68 0.02
10 H 0.64 1.29 -0.64
11 H 3.04 1.41 1.12
12 H 3.61 1.63 -0.48
13 H 0.49 -2.20 -0.27
14 H -1.44 -1.01 1.30

Listed below, in e, are the natural (NBO) charges computed for each atom: 0.35, -0.72, 0.55, -0.49, -0.66, -0.34, -0.41, 0.00, -0.01, 0.41, 0.37, 0.36, 0.37, 0.23

***

Stability, highest: a

***

## a
Computed, not measured: C4H8FN in the gas phase, with ωB97M-V/def2-TZVPD.

Output
**E_HOMO**: -9.4 eV
**SMILES**: NC[C@@H]1C[C@H]1F
**Kohn-Sham gap**: 10.53 eV

Geometry (Å):
1 N -1.65 0.30 -0.59
2 C -1.06 -0.72 0.26
3 C 0.38 -0.48 0.50
4 C 0.85 0.95 0.58
5 C 1.39 0.05 -0.47
6 F 2.73 -0.42 -0.40
7 H -0.95 0.55 -1.28
8 H -2.48 0.01 -1.12
9 H -1.61 -0.63 1.24
10 H -1.22 -1.75 -0.06
11 H 0.88 -1.11 1.17
12 H 1.49 1.29 1.50
13 H 0.09 1.73 0.20
14 H 1.16 0.23 -1.52

Listed below, in e, are the natural (NBO) charges computed for each atom: -0.84, -0.21, -0.28, -0.47, 0.19, -0.36, 0.34, 0.37, 0.19, 0.18, 0.24, 0.24, 0.24, 0.17

***

## b
Computed, not measured: C4H8FN in the gas phase, with ωB97M-V/def2-TZVPD.

Output
**E_HOMO**: -9.0 eV
**SMILES**: C=C(F)CNC
**Kohn-Sham gap**: 10.02 eV

Geometry (Å):
1 C 2.21 -0.20 0.40
2 C 1.16 0.27 -0.21
3 F 1.05 1.52 -0.61
4 C 0.01 -0.65 -0.66
5 N -1.16 0.13 -0.70
6 C -1.71 0.54 0.57
7 H 3.03 0.54 0.60
8 H 2.50 -1.23 0.52
9 H 0.22 -1.02 -1.67
10 H -0.07 -1.51 0.10
11 H -1.90 -0.37 -1.21
12 H -0.88 1.11 1.09
13 H -2.57 1.18 0.50
14 H -1.89 -0.32 1.29

Listed below, in e, are the natural (NBO) charges computed for each atom: -0.52, 0.41, -0.31, -0.28, -0.62, -0.42, 0.21, 0.22, 0.22, 0.17, 0.36, 0.19, 0.21, 0.16

***

Stability, highest: b

***

## a
Computed, not measured: 2 unconnected molecules or ions with the total composition C2H6P2S, with ωB97M-V/def2-TZVPD.

Output
**E_HOMO (spin up / spin down)**: -8.0 / -8.0 eV
**Kohn-Sham gap (spin up / spin down)**: 5.81 / 5.78 eV

Geometry (Å):
1 C 1.20 -1.62 2.86
2 C -1.28 1.65 -2.92
3 P 0.73 -1.48 1.05
4 P 0.22 0.45 0.87
5 S -0.39 0.18 -2.40
6 H 1.65 -0.70 3.24
7 H 0.31 -1.85 3.44
8 H 1.91 -2.44 2.97
9 H -0.66 2.53 -2.74
10 H -2.21 1.73 -2.37
11 H -1.48 1.55 -3.98

Listed below, in e, are the natural (NBO) charges computed for each atom: -0.94, -0.77, 0.28, 0.13, -0.08, 0.23, 0.24, 0.24, 0.21, 0.21, 0.23

***

## b
Computed, not measured: C2H6P2S in the gas phase, with ωB97M-V/def2-TZVPD.

Output
**E_HOMO**: -8.0 eV
**SMILES**: CSP(C)#P
**Kohn-Sham gap**: 7.01 eV

Geometry (Å):
1 C 1.69 -1.74 0.18
2 S 1.16 -0.28 -0.75
3 P -1.10 0.04 -0.21
4 C -1.08 1.94 -0.28
5 P -2.65 -0.93 0.67
6 H 2.53 -1.63 0.85
7 H 2.05 -2.56 -0.44
8 H 0.80 -1.84 0.82
9 H -0.40 2.38 0.41
10 H -0.93 2.45 -1.28
11 H -2.06 2.17 0.02

Listed below, in e, are the natural (NBO) charges computed for each atom: -0.76, -0.06, 0.41, -0.92, -0.10, 0.23, 0.23, 0.25, 0.24, 0.25, 0.24

***

Stability, highest: b

***

## a
Computed, not measured: a gas-phase ion, C4H6NO (charge +1), with ωB97M-V/def2-TZVPD.

Output
**E_HOMO (spin up / spin down)**: -15.0 / -15.0 eV
**SMILES**: C=CCC=[N+]=O
**Kohn-Sham gap (spin up / spin down)**: 7.76 / 7.76 eV
**Total charge**: +1

Geometry (Å):
1 C -0.38 1.43 0.12
2 C 0.58 0.54 -0.20
3 C 0.43 -0.87 -0.15
4 C -1.07 -1.08 0.17
5 N -1.88 -0.13 0.03
6 O -2.98 0.26 -0.17
7 H -0.94 1.55 1.11
8 H -0.41 2.51 -0.24
9 H 1.39 0.89 -0.83
10 H 0.64 -1.24 -1.22
11 H 1.29 -1.27 0.55
12 H -1.34 -2.05 0.51

Listed below, in e, are the natural (NBO) charges computed for each atom: -0.45, 0.02, -0.51, 0.01, 0.31, -0.11, 0.30, 0.29, 0.25, 0.30, 0.31, 0.29

***

## b
Computed, not measured: 2 unconnected molecules or ions with the total composition C4H6NO, with ωB97M-V/def2-TZVPD.

Output
**E_HOMO**: -13.5 eV
**Kohn-Sham gap**: 8.57 eV
**Total charge**: +1

Geometry (Å):
1 C -0.87 -2.16 0.13
2 C 0.30 2.74 -0.37
3 C 0.07 -2.37 -0.62
4 C 0.63 1.54 -0.11
5 N 1.17 0.45 0.19
6 O -1.87 -1.81 0.86
7 H -0.48 3.15 0.31
8 H 0.36 3.26 -1.41
9 H 0.98 -2.37 -1.10
10 H 0.55 -0.35 -0.06
11 H 1.75 0.25 0.99
12 H -2.59 -2.34 1.19

Listed below, in e, are the natural (NBO) charges computed for each atom: 0.35, -0.46, -0.42, 0.51, -0.66, -0.68, 0.31, 0.33, 0.24, 0.46, 0.46, 0.55

***

## c
Computed, not measured: a gas-phase ion, C4H6NO (charge +1), with ωB97M-V/def2-TZVPD.

Output
**E_HOMO**: -13.3 eV
**Kohn-Sham gap**: 7.76 eV
**Total charge**: +1

Geometry (Å):
1 C 0.77 0.54 1.17
2 C -1.16 -0.50 0.66
3 C 1.97 0.00 -0.92
4 C -1.21 0.06 -0.70
5 N 1.37 0.21 0.08
6 O -0.32 -0.18 1.47
7 H 1.43 0.95 2.00
8 H -1.84 -1.34 0.72
9 H 2.87 -0.45 -1.12
10 H -2.21 0.47 -0.97
11 H -1.20 -0.59 -1.66
12 H -0.47 0.82 -0.73

Listed below, in e, are the natural (NBO) charges computed for each atom: 0.07, 0.47, 0.22, -0.79, -0.29, -0.29, 0.27, 0.23, 0.25, 0.31, 0.32, 0.25

***

Stability, highest: b

***

## a
Computed, not measured: 29 unconnected molecules or ions with the total composition H58O29, with ωB97M-V/def2-TZVPD.

Output
**E_HOMO**: -9.6 eV
**Kohn-Sham gap**: 8.62 eV

Geometry (Å):
1 O 4.93 -1.12 1.27
2 H 4.88 -0.23 1.62
3 H 4.19 -1.19 0.67
4 O -4.38 0.43 3.24
5 H -5.27 0.37 2.91
6 H -4.44 1.02 3.99
7 O -2.78 2.72 1.28
8 H -2.11 2.04 1.13
9 H -3.56 2.37 0.86
10 O 2.87 -4.02 -1.00
11 H 2.11 -4.26 -0.46
12 H 2.49 -3.79 -1.85
13 O 1.70 -4.79 3.09
14 H 2.54 -4.47 2.76
15 H 1.05 -4.27 2.62
16 O 2.33 -1.34 3.70
17 H 2.68 -1.39 2.82
18 H 3.00 -1.73 4.26
19 O -1.62 -0.65 4.94
20 H -2.28 -0.46 5.61
21 H -1.97 -1.39 4.45
22 O -2.05 5.22 0.83
23 H -2.64 5.78 1.33
24 H -2.32 4.33 1.07
25 O 2.11 1.09 1.94
26 H 1.29 0.95 2.41
27 H 1.96 0.71 1.08
28 O -0.12 3.97 2.01
29 H -0.90 3.43 2.14
30 H -0.39 4.65 1.40
31 O -3.64 -2.26 3.65
32 H -3.98 -2.63 2.83
33 H -4.32 -1.65 3.94
34 O 1.83 0.75 -4.66
35 H 1.26 0.22 -4.11
36 H 2.06 0.17 -5.39
37 O -2.24 -0.53 1.30
38 H -3.11 -0.51 1.69
39 H -2.04 -1.46 1.21
40 O -2.63 -0.40 -3.01
41 H -1.90 0.04 -2.57
42 H -2.25 -1.21 -3.34
43 O -0.74 -2.86 -3.69
44 H -1.27 -3.02 -4.47
45 H -1.31 -3.10 -2.96
46 O 4.28 0.89 3.47
47 H 3.46 1.05 3.00
48 H 4.05 0.23 4.12
49 O -2.16 -4.55 3.85
50 H -2.80 -3.87 4.04
51 H -1.50 -4.11 3.31
52 O 1.14 2.92 -0.65
53 H 1.50 3.29 0.15
54 H 1.33 3.57 -1.33
55 O 0.19 -0.35 -0.21
56 H -0.52 -0.42 0.42
57 H -0.03 0.41 -0.75
58 O -2.09 4.49 -2.39
59 H -1.63 5.23 -2.80
60 H -1.95 4.61 -1.45
61 O 3.90 -1.52 -3.33
62 H 3.22 -1.52 -4.00
63 H 4.40 -0.73 -3.49
64 O -1.45 1.65 -5.62
65 H -1.04 2.25 -6.24
66 H -0.72 1.29 -5.11
67 O -0.79 1.66 -2.14
68 H -0.20 2.11 -1.54
69 H -1.27 2.36 -2.58
70 O 0.01 0.92 3.48
71 H -0.42 0.17 3.89
72 H -0.62 1.64 3.57
73 O 1.87 -2.64 -4.84
74 H 1.98 -3.40 -5.40
75 H 1.12 -2.87 -4.28
76 O -4.25 1.33 -4.23
77 H -3.72 0.70 -3.74
78 H -3.74 1.52 -5.01
79 O 2.93 -0.36 -0.63
80 H 1.98 -0.38 -0.76
81 H 3.29 -0.21 -1.51
82 O 3.70 1.73 -3.07
83 H 2.94 1.43 -3.56
84 H 4.45 1.42 -3.57
85 O -0.24 -2.75 2.79
86 H 0.01 -2.07 2.15
87 H 0.40 -2.64 3.50

Listed below, in e, are the Mulliken charges computed for each atom: -0.67, 0.35, 0.31, -0.51, 0.29, 0.25, -0.68, 0.21, 0.28, -0.58, 0.29, 0.28, -0.62, 0.31, 0.35, -0.59, 0.31, 0.27, -0.63, 0.25, 0.31, -0.66, 0.28, 0.45, -0.63, 0.46, 0.26, -0.64, 0.22, 0.42, -0.63, 0.28, 0.25, -0.65, 0.28, 0.31, -0.35, 0.09, 0.15, -0.62, 0.29, 0.24, -0.68, 0.29, 0.31, -0.64, 0.45, 0.29, -0.66, 0.40, 0.33, -0.44, 0.19, 0.22, -0.12, 0.03, 0.26, -0.60, 0.30, 0.31, -0.59, 0.35, 0.23, -0.58, 0.28, 0.29, -0.29, 0.05, 0.28, -0.55, 0.30, 0.20, -0.61, 0.28, 0.33, -0.64, 0.42, 0.28, -0.31, 0.26, 0.27, -0.63, 0.41, 0.24, -0.56, 0.09, 0.40

***

## b
Computed, not measured: 29 unconnected molecules or ions with the total composition H58O29, with ωB97M-V/def2-TZVPD.

Output
**E_HOMO**: -9.8 eV
**Kohn-Sham gap**: 9.23 eV

Geometry (Å):
1 O -4.79 -0.62 2.28
2 H -4.33 0.18 2.54
3 H -5.29 -0.88 3.05
4 O -2.08 -1.37 1.05
5 H -2.83 -1.19 1.61
6 H -2.23 -2.26 0.72
7 O -2.74 0.46 4.32
8 H -1.83 0.26 4.11
9 H -2.76 1.41 4.42
10 O -4.67 -3.44 1.63
11 H -5.51 -3.70 2.01
12 H -4.66 -2.49 1.71
13 O 2.42 -2.92 3.42
14 H 2.78 -3.44 2.69
15 H 3.17 -2.41 3.74
16 O 0.73 5.17 -0.78
17 H 0.89 5.59 0.07
18 H 1.59 4.85 -1.05
19 O 5.26 -2.45 1.57
20 H 4.62 -2.38 0.85
21 H 6.11 -2.50 1.13
22 O -3.20 1.99 -0.09
23 H -2.58 2.40 0.51
24 H -4.05 2.34 0.16
25 O 2.85 -0.11 0.22
26 H 3.10 -0.75 0.88
27 H 3.67 0.14 -0.20
28 O -0.09 0.88 0.63
29 H 0.76 0.45 0.51
30 H -0.73 0.17 0.57
31 O -2.89 3.34 3.71
32 H -3.47 3.26 2.94
33 H -3.32 4.00 4.26
34 O -1.19 3.33 1.32
35 H -1.11 2.89 2.17
36 H -0.44 3.03 0.82
37 O -4.29 -1.05 -3.67
38 H -4.23 -0.48 -2.91
39 H -5.08 -0.75 -4.12
40 O -0.43 -2.32 -1.72
41 H -0.55 -2.40 -0.77
42 H -0.36 -1.37 -1.87
43 O 0.37 0.07 -2.33
44 H 0.97 0.66 -1.88
45 H -0.30 0.65 -2.70
46 O 2.45 3.97 -2.91
47 H 3.29 4.40 -3.06
48 H 2.68 3.06 -2.72
49 O 4.56 -3.02 -1.20
50 H 3.62 -3.17 -1.23
51 H 4.95 -3.90 -1.25
52 O -2.28 -3.93 1.03
53 H -3.10 -3.81 1.50
54 H -1.64 -4.15 1.70
55 O 1.24 -0.75 -4.83
56 H 1.15 -1.62 -5.23
57 H 0.86 -0.85 -3.96
58 O 5.46 -0.33 -0.53
59 H 6.09 -0.61 0.14
60 H 5.23 -1.14 -0.99
61 O -2.39 1.10 -2.54
62 H -3.03 1.69 -2.94
63 H -2.53 1.21 -1.60
64 O 1.87 -3.75 -1.66
65 H 1.06 -3.25 -1.78
66 H 1.80 -4.09 -0.76
67 O -1.27 5.99 2.79
68 H -1.91 5.41 3.20
69 H -1.07 5.58 1.95
70 O 3.26 -1.15 -2.86
71 H 3.47 -1.96 -2.39
72 H 2.69 -1.43 -3.58
73 O -2.15 5.74 -0.27
74 H -1.53 5.41 -0.91
75 H -2.71 5.00 -0.06
76 O -2.62 -3.34 -3.24
77 H -1.74 -3.28 -2.87
78 H -2.95 -2.44 -3.23
79 O 1.90 0.33 3.79
80 H 1.27 -0.26 3.38
81 H 2.76 0.01 3.50
82 O 0.69 -2.44 1.18
83 H -0.24 -2.38 1.40
84 H 1.14 -2.35 2.01
85 O 4.03 1.64 -2.47
86 H 4.45 1.91 -1.66
87 H 3.94 0.69 -2.38

Listed below, in e, are the Mulliken charges computed for each atom: -0.63, 0.18, 0.34, -0.35, 0.09, 0.40, -0.60, 0.29, 0.34, -0.65, 0.29, 0.35, -0.64, 0.30, 0.30, -0.57, 0.31, 0.29, -0.65, 0.33, 0.29, -0.56, 0.30, 0.25, -0.29, 0.09, 0.18, -0.01, 0.06, 0.02, -0.66, 0.31, 0.30, -0.48, 0.28, 0.15, -0.65, 0.29, 0.29, -0.58, 0.26, 0.39, -0.35, 0.01, 0.22, -0.62, 0.29, 0.39, -0.65, 0.31, 0.31, -0.64, 0.37, 0.30, -0.67, 0.32, 0.35, -0.56, 0.27, 0.29, -0.59, 0.24, 0.42, -0.76, 0.42, 0.27, -0.63, 0.33, 0.33, -0.55, 0.37, 0.34, -0.60, 0.31, 0.29, -0.65, 0.40, 0.33, -0.60, 0.29, 0.29, -0.36, 0.18, 0.13, -0.65, 0.33, 0.27

***

Stability, highest: b